(1)
This record from OMol25 describes C8H21KNO3 as an isolated structure at a distorted geometry. The level of theory is ωB97M-V/def2-TZVPD.

## Properties
DFT total energy = -1197.44712 a.u.
largest force on an atom = 7.9 eV Å⁻¹
2S+1 = 1
relative energy (zero: lowest compared OMol25 entry of this formula, charge and spin) = 480.0 kJ/mol
HOMO level = -0.439 Ha
total charge = +1

Cartesian coordinates (Å):
K: -0.410 -0.108 2.592
C: 0.410 2.824 1.409
O: 0.340 1.446 1.778
C: 1.464 0.657 1.320
C: 0.955 -0.307 0.243
N: 0.686 0.508 -1.001
C: 1.824 0.740 -1.863
C: 1.251 1.346 -3.169
O: 0.118 0.559 -3.551
C: -0.496 0.830 -4.858
H: -0.505 3.290 1.775
H: 0.472 2.939 0.327
H: 1.265 3.333 1.855
H: 1.688 -0.019 2.146
H: 2.331 1.252 1.036
H: -0.060 -0.593 0.518
H: 1.554 -1.210 0.130
H: -0.078 0.183 -1.575
H: 2.374 -0.191 -2.002
H: 2.539 1.494 -1.534
H: 1.967 1.341 -3.992
H: 0.877 2.361 -3.042
H: 0.145 0.516 -5.682
H: -0.629 1.908 -4.949
H: -1.543 0.528 -4.871
C: -2.433 -3.630 3.366
C: -2.256 -2.246 2.779
O: -0.960 -2.261 2.103
H: -3.302 -3.677 4.023
H: -1.520 -3.851 3.919
H: -2.656 -4.339 2.569
H: -2.258 -1.431 3.503
H: -2.832 -2.016 1.882
H: -0.322 -2.175 2.816

(2)
This record from OMol25 describes C8H21N as an isolated structure at a distorted geometry. The level of theory is ωB97M-V/def2-TZVPD.

## Properties
DFT total energy = -372.02491 a.u.
largest force on an atom = 1.1 eV Å⁻¹
2S+1 = 1
relative energy (zero: lowest compared OMol25 entry of this formula, charge and spin) = 349.3 kJ/mol
HOMO level = -0.219 Ha

Cartesian coordinates (Å):
C: -0.847 -0.779 -1.425
C: 0.329 -0.663 -2.385
C: -2.155 -1.059 -2.149
C: -0.546 -1.551 -0.215
N: -1.050 0.840 -0.870
H: -0.926 1.591 -1.541
H: -1.958 0.913 -0.420
H: 0.132 -0.469 0.641
H: 0.488 -1.624 -2.874
H: 1.243 -0.405 -1.849
H: 0.148 0.087 -3.161
H: -2.984 -1.137 -1.442
H: -2.390 -0.278 -2.881
H: -2.079 -2.013 -2.672
H: -1.417 -2.010 0.253
H: 0.259 -2.271 -0.337
C: 0.796 0.508 1.413
C: -0.188 1.267 2.298
C: 1.785 1.468 0.750
C: 1.565 -0.513 2.248
H: -0.306 0.851 -0.110
H: -0.922 0.586 2.740
H: -0.741 2.038 1.744
H: 0.309 1.793 3.126
H: 2.473 0.934 0.088
H: 2.264 -1.082 1.628
H: 2.399 2.007 1.488
H: 1.288 2.243 0.151
H: 2.146 -0.037 3.052
H: 0.885 -1.233 2.712

(3)
This record from OMol25 describes a 2-piece molecular cluster, C8H21N2Si overall at a distorted geometry. The level of theory is ωB97M-V/def2-TZVPD.

## Properties
DFT total energy = -715.99985 a.u.
largest force on an atom = 4.4 eV Å⁻¹
2S+1 = 1
relative energy (zero: lowest compared OMol25 entry of this formula, charge and spin) = 474.8 kJ/mol
HOMO level (alpha / beta) = -0.455 / -0.456 Ha
total charge = +1

Cartesian coordinates (Å):
C: -2.796 0.128 1.655
C: -2.330 0.895 0.676
C: 1.471 -2.335 -0.709
C: 0.298 -1.858 1.306
C: 0.581 2.879 0.120
C: 2.504 1.405 0.120
C: -1.912 -1.135 -1.625
C: 0.583 0.422 -0.709
N: 1.173 -1.298 0.291
N: 1.046 1.450 0.208
Si: -1.345 0.437 -0.966
H: -3.286 0.471 2.474
H: -2.539 -0.847 1.733
H: -2.789 1.927 0.659
H: 2.041 -2.076 -1.651
H: 2.139 -3.103 -0.310
H: 0.632 -2.933 -1.023
H: -0.595 -2.356 0.928
H: 0.888 -2.675 1.708
H: 0.043 -1.204 2.107
H: 0.998 3.349 0.907
H: 0.821 3.342 -0.742
H: -0.477 2.808 0.166
H: 2.817 1.644 -0.947
H: 3.047 2.141 0.878
H: 2.777 0.411 0.345
H: -2.704 -1.690 -1.062
H: -2.350 -1.110 -2.654
H: -1.139 -1.994 -1.751
H: 1.252 0.248 -1.565
H: 0.804 1.082 1.209
H: -1.654 1.578 -1.778

(4)
This record from OMol25 describes C8H21NO2Si in the gas phase at a distorted geometry. The level of theory is ωB97M-V/def2-TZVPD.

## Properties
DFT total energy = -812.12336 a.u.
largest force on an atom = 2.1 eV Å⁻¹
2S+1 = 1
relative energy (zero: lowest compared OMol25 entry of this formula, charge and spin) = 271.9 kJ/mol
HOMO level = -0.328 Ha

Cartesian coordinates (Å):
C: 0.759 -2.599 1.296
C: 1.996 -2.380 0.335
C: 1.427 -1.617 -0.933
Si: 2.535 -0.160 -1.469
O: 2.695 0.855 -0.087
C: 1.985 2.081 -0.202
C: 0.673 2.096 0.660
N: -0.324 1.288 -0.033
C: -1.530 1.026 0.771
C: -2.746 0.784 -0.179
C: -3.280 -0.679 -0.177
O: -3.809 1.678 0.219
H: 0.416 -1.579 1.562
H: -0.001 -3.116 0.674
H: 1.011 -3.207 2.180
H: 2.763 -1.757 0.839
H: 2.419 -3.363 0.063
H: 1.221 -2.329 -1.756
H: 0.451 -1.167 -0.644
H: 1.800 0.523 -2.561
H: 3.830 -0.613 -1.996
H: 2.627 2.885 0.219
H: 1.671 2.335 -1.234
H: 0.866 1.712 1.681
H: 0.398 3.179 0.743
H: -0.542 1.645 -0.953
H: -1.338 0.126 1.398
H: -1.704 1.879 1.462
H: -2.529 1.041 -1.240
H: -2.536 -1.384 0.234
H: -4.259 -0.756 0.335
H: -3.472 -0.981 -1.227
H: -3.471 2.551 0.019

(5)
This record from OMol25 describes an isolated ion of composition C8H21NP and charge +1 at a distorted geometry. The level of theory is ωB97M-V/def2-TZVPD.

## Properties
DFT total energy = -713.16438 a.u.
largest force on an atom = 4.4 eV Å⁻¹
2S+1 = 1
relative energy (zero: lowest compared OMol25 entry of this formula, charge and spin) = 132.5 kJ/mol
HOMO level = -0.491 Ha
total charge = +1

Cartesian coordinates (Å):
C: 2.769 -0.257 -1.445
C: 1.553 -0.929 -0.931
C: 0.427 0.151 -0.496
C: 1.083 1.356 0.320
C: -0.245 0.790 -1.861
C: -0.632 -0.547 0.344
C: -0.329 -0.941 1.833
P: -1.365 -2.019 -0.661
N: -1.890 0.452 0.359
C: -2.295 1.006 1.673
H: 3.153 0.191 -0.604
H: 2.924 0.388 -2.387
H: 3.428 -1.137 -1.666
H: 1.014 -1.607 -1.567
H: 1.817 -1.454 -0.044
H: 1.932 1.039 0.965
H: 0.288 2.078 0.808
H: 1.605 2.033 -0.323
H: -0.771 0.107 -2.392
H: 0.624 0.993 -2.588
H: -0.777 1.800 -1.967
H: -1.041 -1.386 2.621
H: 0.556 -1.661 1.909
H: 0.100 0.004 2.315
H: -2.203 -2.442 0.344
H: -0.167 -2.928 -0.457
H: -2.690 -0.022 -0.130
H: -1.670 1.244 -0.310
H: -1.484 1.635 2.088
H: -3.155 1.763 1.770
H: -2.560 0.298 2.482

(6)
This record from OMol25 describes C8H22AlN2O2 as an isolated structure at a distorted geometry. The level of theory is ωB97M-V/def2-TZVPD.

## Properties
DFT total energy = -819.04884 a.u.
largest force on an atom = 3.1 eV Å⁻¹
2S+1 = 1
relative energy (zero: lowest compared OMol25 entry of this formula, charge and spin) = 353.1 kJ/mol
HOMO level = -0.662 Ha
total charge = +3

Cartesian coordinates (Å):
Al: 12.156 -10.505 -17.570
C: 17.774 -8.956 -20.923
C: 16.714 -9.756 -20.256
C: 17.212 -11.093 -19.699
O: 16.183 -11.957 -19.378
C: 16.598 -13.282 -19.069
N: 16.236 -9.030 -19.063
H: 17.409 -7.968 -21.206
H: 18.245 -9.488 -21.750
H: 18.622 -8.713 -20.282
H: 15.892 -10.016 -20.923
H: 17.713 -10.920 -18.747
H: 17.870 -11.529 -20.451
H: 17.095 -13.792 -19.895
H: 15.689 -13.752 -18.693
H: 17.265 -13.176 -18.214
H: 17.044 -8.677 -18.568
H: 15.789 -8.237 -19.501
C: 13.993 -7.524 -11.502
C: 13.167 -7.864 -12.713
C: 12.309 -6.710 -13.257
O: 11.493 -7.130 -14.349
C: 10.738 -6.008 -14.783
N: 14.111 -8.103 -13.809
H: 14.835 -6.888 -11.775
H: 14.389 -8.468 -11.128
H: 13.609 -6.947 -10.660
H: 12.612 -8.777 -12.497
H: 12.910 -5.960 -13.771
H: 11.654 -6.461 -12.422
H: 11.262 -5.053 -14.732
H: 9.870 -5.985 -14.123
H: 10.347 -6.256 -15.770
H: 14.885 -7.460 -13.898
H: 14.566 -8.977 -13.588

(7)
This record from OMol25 describes C8H22Br3MnN2O2 as an isolated structure at a distorted geometry. The level of theory is ωB97M-V/def2-TZVPD.

## Properties
DFT total energy = -9450.91119 a.u.
largest force on an atom = 2.9 eV Å⁻¹
2S+1 = 6
⟨S²⟩ = 9.18
HOMO level (alpha / beta) = -0.176 / -0.190 Ha
total charge = -1

Cartesian coordinates (Å):
Mn: 29.377 12.916 16.876
Br: 29.209 12.504 21.096
Br: 25.323 11.541 15.732
Br: 28.586 16.913 16.506
C: 31.644 7.928 14.303
C: 31.448 9.401 14.568
C: 30.865 10.030 13.298
O: 30.415 11.361 13.572
C: 30.112 12.120 12.367
N: 30.442 9.788 15.582
H: 30.778 7.281 14.160
H: 32.165 7.384 15.090
H: 32.330 7.858 13.458
H: 32.365 9.899 14.884
H: 30.016 9.477 12.895
H: 31.539 10.063 12.442
H: 31.073 12.305 11.887
H: 29.775 13.110 12.674
H: 29.338 11.701 11.724
H: 30.924 9.428 16.393
H: 29.732 9.073 15.646
C: 36.149 12.984 17.800
C: 34.936 13.636 18.475
C: 35.256 14.716 19.442
O: 35.872 15.814 18.772
C: 35.221 17.058 19.009
N: 33.911 14.169 17.433
H: 36.881 12.472 18.425
H: 36.815 13.756 17.414
H: 35.937 12.240 17.032
H: 34.337 12.844 18.924
H: 35.930 14.438 20.253
H: 34.341 15.031 19.942
H: 35.760 17.918 18.611
H: 35.052 17.291 20.061
H: 34.283 17.122 18.457
H: 33.924 15.131 17.741
H: 34.361 14.257 16.533